DFT (the ωB97M-V functional and the def2-TZVPD basis) results for the molecule C23H25N5O5S in a non-equilibrium geometry.

Each line ends with the Mulliken charge.
CARTESIAN COORDINATES (ANGSTROEM)
S: 1.28 2.78 3.28  -0.242
O: -4.22 -2.41 -1.46  -0.499
O: -3.39 -3.21 -3.45  -0.492
O: 0.44 0.43 1.86  -0.645
O: 3.99 -2.87 2.28  -0.468
O: -2.67 2.60 -1.23  -0.733
N: 2.27 -0.89 2.17  -0.021
N: 2.35 2.81 0.78  -0.437
N: 0.23 3.38 0.82  0.498
N: 1.95 3.03 -0.48  -0.737
N: -0.65 2.37 -2.19  -0.109
C: -2.06 -1.20 -4.02  -1.188
C: 0.63 -3.29 -0.15  0.185
C: -4.22 -3.50 -2.35  -0.336
C: -3.41 -1.46 -2.03  0.812
C: 1.98 -2.02 1.40  0.130
C: -1.09 3.66 1.34  -0.424
C: -1.72 0.06 -3.56  -0.450
C: 1.53 0.22 2.35  0.508
C: 0.86 -2.14 0.60  -0.658
C: -0.13 3.62 -1.68  -1.260
C: 1.55 -4.32 -0.08  -1.231
C: -2.21 0.55 -2.36  0.237
C: -2.91 -1.95 -3.24  1.094
C: -1.88 1.92 -1.86  0.438
C: 0.69 3.38 -0.46  0.945
C: 2.91 -3.08 1.46  1.122
C: -1.18 5.10 1.84  -1.174
C: -0.59 -3.38 -1.01  -1.124
C: 4.97 -3.88 2.36  -0.926
C: 1.32 3.02 1.55  0.313
C: -3.09 -0.21 -1.57  -1.180
C: 2.68 -4.22 0.71  -0.494
C: 2.23 1.23 3.26  -0.907
H: 2.26 0.87 4.29  0.531
H: -0.73 -4.39 -1.40  0.377
H: -5.24 -3.70 -2.70  0.291
H: -0.98 5.80 1.03  0.300
H: -1.82 3.47 0.56  0.161
H: 0.04 1.71 -2.53  0.330
H: -2.18 5.29 2.22  0.420
H: -1.69 -1.58 -4.96  0.441
H: -1.48 -3.09 -0.45  0.301
H: -1.26 2.97 2.17  0.375
H: -3.48 0.19 -0.65  0.531
H: -0.98 4.26 -1.45  0.379
H: -0.46 5.27 2.64  0.324
H: 3.23 1.45 2.90  0.418
H: 1.39 -5.22 -0.65  0.353
H: 0.15 -1.32 0.56  0.811
H: 5.73 -3.50 3.04  0.262
H: 4.55 -4.81 2.76  0.351
H: -0.51 -2.70 -1.86  0.221
H: 3.38 -5.04 0.74  0.399
H: -1.07 0.68 -4.17  0.564
H: 3.17 -0.95 2.64  0.275
H: -3.84 -4.40 -1.83  0.286
H: 0.50 4.08 -2.44  0.395
H: 5.43 -4.08 1.38  0.361

The LUMO energy is 0.6 eV. Its spin multiplicity is 1. The net charge is 0. The SMILES is CCn1c(CNC(=O)c2ccc3c(c2)OCO3)nnc1SCC(=O)Nc1cc(C)ccc1OC. For the total energy, the calculation gives -1939.644849 Ha. The HOMO energy is -8.14 eV.